Model one:
{
  "formula": "C7H9N",
  "method": "the ωB97M-V functional and the def2-TZVPD basis",
  "elements": ["C", "C", "N", "C", "C", "C", "C", "C", "H", "H", "H", "H", "H", "H", "H", "H", "H"],
  "xyz": [[-0.041, 0.547, 1.630], [0.756, 0.137, 2.670], [1.862, -0.464, 2.142], [1.738, -0.500, 0.770], [0.562, 0.117, 0.418], [0.079, 0.331, -0.929], [-1.177, 0.040, -1.294], [-1.780, -0.080, -2.676], [-0.867, 1.225, 1.770], [0.619, 0.387, 3.709], [2.559, -0.991, 2.637], [2.528, -1.009, 0.241], [0.741, 0.757, -1.683], [-1.832, -0.089, -0.430], [-2.850, 0.079, -2.580], [-1.297, 0.609, -3.365], [-1.601, -1.096, -3.028]],
  "homo_lumo_gap_ev": 8.981,
  "homo_ev": -7.9,
  "smiles": "C/C=C/c1cc[nH]c1",
  "lumo_energy_ev": 1.06,
  "charge": 0
}

Model two:
{
  "formula": "C7H9N",
  "method": "the ωB97M-V functional and the def2-TZVPD basis",
  "elements": ["C", "C", "C", "C", "C", "C", "C", "H", "H", "H", "H", "H", "H", "H", "H", "H", "N"],
  "xyz": [[-1.329, -1.332, 0.323], [-1.167, 1.136, 0.655], [0.106, 1.980, 0.596], [1.075, 1.204, 0.081], [0.670, -0.178, -0.190], [1.378, -0.723, -1.288], [2.124, -1.276, -2.096], [-0.975, -1.921, 1.338], [-1.121, -2.010, -0.599], [-2.421, -1.216, 0.501], [-1.995, 1.598, 0.156], [-1.612, 0.941, 1.651], [0.315, 3.043, 1.106], [2.145, 1.539, 0.003], [1.024, -0.736, 0.654], [2.595, -1.969, -2.872], [-0.811, -0.080, -0.017]],
  "homo_lumo_gap_ev": 9.458,
  "homo_ev": -8.4,
  "smiles": "C#C[C@H]1C=CCN1C",
  "lumo_energy_ev": 1.03,
  "charge": 0
}

Quick one: least stable of them? model two

Model one:
{
  "formula": "C3H6S3Si",
  "method": "the ωB97M-V functional and the def2-TZVPD basis",
  "elements": ["C", "C", "C", "Si", "S", "S", "S", "H", "H", "H", "H", "H", "H"],
  "xyz": [[-0.406, -1.324, -0.027], [-0.374, 1.263, -0.392], [-1.186, 0.000, -0.077], [2.537, 0.068, 0.175], [1.244, -1.556, 0.778], [1.190, 1.733, 0.480], [-2.516, 0.186, 1.199], [-1.007, -2.066, 0.496], [-0.247, -1.666, -1.052], [-0.100, 1.238, -1.447], [-1.003, 2.137, -0.215], [-1.819, -0.117, -0.970], [3.687, 0.101, 1.053]],
  "homo_lumo_gap_ev": [7.577, 5.365],
  "homo_ev": [-8.8, -7.6],
  "lumo_energy_ev": [-1.21, -2.20],
  "charge": 0
}

Model two:
{
  "formula": "C3H6S3Si",
  "method": "the ωB97M-V functional and the def2-TZVPD basis",
  "elements": ["C", "C", "C", "Si", "S", "S", "S", "H", "H", "H", "H", "H", "H"],
  "xyz": [[0.884, -0.424, 0.110], [-1.206, -2.106, -0.143], [-0.603, -0.658, -0.188], [0.792, 2.840, 0.004], [1.374, 1.091, -0.897], [-0.282, 2.827, 1.691], [-1.413, -1.413, -1.765], [1.012, -0.038, 1.153], [1.447, -1.146, -0.427], [-2.014, -2.079, 0.564], [-0.524, -2.915, 0.081], [-1.216, 0.107, 0.276], [1.749, 3.913, -0.460]],
  "homo_lumo_gap_ev": 8.400,
  "homo_ev": -9.1,
  "smiles": "S=[SiH]SC[C@@H]1CS1",
  "lumo_energy_ev": -0.71,
  "charge": 0
}

Quick one: least stable of them? model one

Model one:
{
  "formula": "C2H7O2",
  "method": "the ωB97M-V functional and the def2-TZVPD basis",
  "elements": ["O", "H", "C", "O", "C", "H", "H", "H", "H", "H", "H"],
  "xyz": [[-1.183, -1.277, -1.782], [-1.983, -1.611, -1.368], [0.511, 0.639, 0.092], [0.315, -0.697, 0.192], [0.577, 1.338, 1.494], [-0.264, 1.178, -0.513], [1.444, 0.912, -0.461], [-0.558, -1.093, -0.985], [0.415, 0.527, 2.213], [-0.141, 2.159, 1.625], [1.535, 1.791, 1.665]],
  "homo_lumo_gap_ev": 7.647,
  "homo_ev": -2.9,
  "lumo_energy_ev": 4.75,
  "charge": -1
}

Model two:
{
  "formula": "C2H7O2",
  "method": "the ωB97M-V functional and the def2-TZVPD basis",
  "elements": ["O", "H", "C", "O", "C", "H", "H", "H", "H", "H", "H"],
  "xyz": [[2.210, -0.582, -1.797], [1.942, 0.326, -1.712], [-0.726, -0.555, 0.247], [0.465, -0.970, -0.179], [-0.665, 0.891, 0.899], [-1.581, -0.469, -0.474], [-1.254, -1.262, 0.940], [1.335, -0.946, -1.007], [-0.143, 0.945, 1.861], [0.085, 1.324, 0.232], [-1.669, 1.298, 0.990]],
  "homo_lumo_gap_ev": 8.085,
  "homo_ev": -3.6,
  "lumo_energy_ev": 4.48,
  "charge": -1
}

Model three:
{
  "formula": "C2H7O2",
  "method": "the ωB97M-V functional and the def2-TZVPD basis",
  "elements": ["C", "O", "C", "H", "H", "H", "H", "H", "H", "H", "O"],
  "xyz": [[-0.438, 0.049, -0.667], [0.462, 1.078, -0.543], [-1.252, -0.174, 0.611], [-1.151, 0.252, -1.482], [0.073, -0.895, -0.910], [-2.145, -0.804, 0.479], [-0.640, -0.631, 1.395], [-1.606, 0.788, 0.992], [1.439, 0.630, -0.061], [2.820, -0.367, -0.291], [2.438, 0.074, 0.478]],
  "homo_lumo_gap_ev": 8.156,
  "homo_ev": -3.5,
  "lumo_energy_ev": 4.62,
  "charge": -1
}

Model four:
{
  "formula": "C2H7O2",
  "method": "the ωB97M-V functional and the def2-TZVPD basis",
  "elements": ["C", "O", "H", "H", "H", "C", "O", "H", "H", "H", "H"],
  "xyz": [[1.286, 0.699, 1.219], [2.386, 1.117, 1.850], [1.388, -0.306, 0.695], [0.384, 0.558, 1.876], [0.911, 1.368, 0.397], [-1.245, -0.278, -0.905], [-0.972, -1.442, -1.683], [-1.290, -0.506, 0.160], [-0.485, 0.489, -1.041], [-2.200, 0.122, -1.238], [-0.163, -1.822, -1.331]],
  "homo_lumo_gap_ev": 5.810,
  "homo_ev": -2.0,
  "lumo_energy_ev": 3.80,
  "charge": -1
}

Quick one: least stable of them? model four